1.
Below is the ion C3H6N3O with charge +1 at a distorted geometry, with properties calculated with ωB97M-V/def2-TZVPD.

Element x y z (Å)
N: 0.10 -1.30 0.72
C: -0.38 -0.07 0.92
N: -0.30 0.89 0.08
C: 0.21 0.50 -1.22
C: -0.12 -0.84 -1.60
N: -0.66 -1.76 -2.09
O: -1.10 -2.76 -2.39
H: 0.33 -1.70 -0.19
H: -0.02 -2.02 1.41
H: -0.85 0.09 1.94
H: -0.62 1.91 0.17
H: 1.25 0.57 -1.13
H: -0.11 1.35 -1.92

molecular weight = 100.10 Da
LUMO = -0.1392 Eh
HOMO-LUMO gap = 10.45 eV
total charge = +1
strongest force on any atom = 4.66 eV Å⁻¹

***

2.
Below is a cluster of 3 separate species, C22H43B2Cl2N2O12P2 in total at a distorted geometry, with properties calculated with ωB97M-V/def2-TZVPD.

Element x y z (Å)
C: 3.14 -0.83 2.67
C: 4.11 0.37 2.51
B: 4.19 0.89 1.04
O: 5.38 1.04 0.38
C: 2.83 1.26 0.29
C: 1.85 1.91 1.00
C: 0.64 2.27 0.42
C: -0.38 2.93 1.25
Cl: -1.26 1.84 2.26
C: -0.66 4.23 1.26
C: -1.69 4.92 2.09
Cl: 0.26 5.25 0.20
C: 0.43 2.01 -0.93
C: -0.81 2.38 -1.69
C: -1.50 1.19 -2.41
C: -2.96 1.02 -1.99
C: -3.20 -0.19 -1.06
O: -3.45 0.19 0.30
C: -4.70 0.69 0.52
C: -4.76 2.13 0.93
O: -5.68 0.01 0.43
C: 1.44 1.35 -1.60
N: 2.58 0.99 -1.01
B: 3.62 0.24 -1.86
N: 4.72 0.90 -2.53
O: 3.42 -1.07 -1.95
H: 2.41 -0.58 3.43
H: 2.65 -1.14 1.75
H: 3.70 -1.65 3.10
H: 3.72 1.20 3.11
H: 5.10 0.15 2.89
H: 6.05 1.48 0.91
H: 2.01 2.12 2.05
H: -2.52 4.26 2.32
H: -2.03 5.80 1.56
H: -1.24 5.27 3.01
H: -1.48 2.94 -1.05
H: -0.47 3.08 -2.46
H: -0.92 0.28 -2.24
H: -1.47 1.38 -3.48
H: -3.27 1.92 -1.46
H: -3.60 0.94 -2.86
H: -2.32 -0.83 -1.04
H: -4.03 -0.78 -1.44
H: -3.89 2.68 0.59
H: -5.66 2.57 0.54
H: -4.75 2.18 2.02
H: 1.31 1.11 -2.65
H: 5.44 1.19 -1.88
H: 4.43 1.70 -3.09
H: 4.09 -1.46 -2.52
C: -0.69 -2.55 -6.19
O: -0.85 -1.20 -6.68
P: -2.33 -0.54 -6.47
O: -2.52 -0.65 -5.00
O: -3.06 -1.71 -7.34
C: -2.64 -2.03 -8.67
O: -3.41 0.59 -6.87
C: -4.80 0.20 -6.83
H: 0.11 -2.53 -5.45
H: -1.60 -2.93 -5.73
H: -0.41 -3.18 -7.02
H: -2.49 -3.11 -8.74
H: -1.71 -1.53 -8.94
H: -3.42 -1.73 -9.37
H: -4.99 -0.43 -5.97
H: -5.09 -0.31 -7.74
H: -5.36 1.13 -6.75
C: 4.33 -3.78 7.58
O: 3.53 -3.98 6.40
P: 2.44 -2.81 6.08
O: 3.32 -1.62 6.03
O: 1.59 -3.02 7.46
C: 1.05 -4.30 7.82
O: 1.17 -2.20 5.23
C: 0.33 -1.28 5.92
H: 5.37 -3.76 7.26
H: 4.09 -2.85 8.09
H: 4.17 -4.62 8.25
H: 1.36 -4.52 8.84
H: 1.41 -5.09 7.17
H: -0.03 -4.25 7.77
H: 0.92 -0.61 6.54
H: -0.41 -1.79 6.53
H: -0.18 -0.71 5.15

molecular weight = 682.07 Da
LUMO = -0.1307 Eh
HOMO-LUMO gap = 8.03 eV
total charge = +1
strongest force on any atom = 6.21 eV Å⁻¹

***

3.
Below is a cluster of 8 separate species, C13H30N9O19PS in total at a distorted geometry, with properties calculated with ωB97M-V/def2-TZVPD.

Element x y z (Å)
C: 5.81 3.73 -0.68
S: 5.85 5.46 -1.34
O: 6.26 5.43 -2.82
O: 6.87 6.30 -0.62
C: 4.22 6.37 -1.25
C: 4.52 7.85 -0.66
N: 4.61 9.02 -0.35
C: 3.05 5.59 -0.47
C: 2.18 6.69 0.37
N: 1.72 7.63 0.99
C: 2.10 4.92 -1.62
P: 0.78 3.77 -0.92
O: 1.39 2.66 -0.04
O: -0.02 3.07 -2.28
O: -0.41 4.59 -0.01
H: 4.78 3.33 -0.39
H: 6.19 3.03 -1.53
H: 6.61 3.64 0.16
H: 3.87 6.52 -2.35
H: 3.40 4.83 0.31
H: 1.69 5.78 -2.27
H: 2.80 4.28 -2.30
H: 0.39 3.43 -3.12
H: -1.02 5.04 -0.66
C: -3.82 2.77 -1.67
N: -3.38 4.07 -2.24
O: -3.74 4.34 -3.38
O: -2.69 4.78 -1.52
H: -4.42 2.25 -2.42
H: -2.93 2.20 -1.43
H: -4.41 2.98 -0.78
C: 0.99 -0.43 1.15
N: 0.46 -1.69 1.74
O: 1.09 -2.19 2.66
O: -0.57 -2.14 1.25
H: 1.90 -0.16 1.68
H: 1.19 -0.62 0.10
H: 0.22 0.33 1.28
C: -1.46 -2.20 -2.18
N: -1.90 -0.79 -2.03
O: -3.03 -0.51 -2.41
O: -1.10 -0.01 -1.53
H: -2.26 -2.77 -2.63
H: -0.57 -2.20 -2.82
H: -1.22 -2.58 -1.18
C: -2.21 -5.92 -5.26
N: -1.62 -4.99 -4.27
O: -2.29 -4.70 -3.29
O: -0.49 -4.58 -4.50
H: -3.21 -6.21 -4.92
H: -2.26 -5.40 -6.21
H: -1.56 -6.80 -5.32
C: -4.77 -6.54 -1.08
N: -4.47 -7.22 -2.37
O: -5.03 -6.79 -3.38
O: -3.69 -8.15 -2.34
H: -5.48 -5.73 -1.27
H: -5.21 -7.29 -0.42
H: -3.84 -6.15 -0.69
C: -0.84 -3.38 4.72
N: -2.30 -3.55 4.88
O: -2.96 -2.56 5.15
O: -2.74 -4.69 4.73
H: -0.59 -2.33 4.87
H: -0.35 -4.01 5.46
H: -0.58 -3.69 3.70
C: 1.68 -2.85 8.26
N: 1.28 -2.13 7.02
O: 2.12 -2.01 6.14
O: 0.14 -1.70 6.98
H: 2.72 -3.17 8.16
H: 1.57 -2.16 9.09
H: 1.02 -3.71 8.36

molecular weight = 679.47 Da
LUMO = -0.0147 Eh
HOMO-LUMO gap = 10.38 eV
total charge = 0
strongest force on any atom = 7.08 eV Å⁻¹

***

4.
Below is a structure of composition C18H21BClN9O2Zn, with properties calculated with ωB97M-V/def2-TZVPD.

Element x y z (Å)
Zn: -0.17 -0.36 -0.06
C: 0.07 -4.00 -2.25
C: 0.52 -3.18 -1.20
N: 0.11 -1.93 -1.39
N: -0.62 -1.92 -2.53
C: -0.65 -3.15 -3.06
B: -1.40 -0.67 -2.96
N: -0.49 0.57 -2.87
C: -0.17 1.43 -3.85
C: 0.62 2.43 -3.31
C: 0.74 2.08 -1.96
N: 0.07 0.96 -1.71
N: -2.55 -0.48 -1.94
C: -3.87 -0.31 -2.15
C: -4.50 -0.24 -0.92
C: -3.46 -0.37 0.01
N: -2.30 -0.53 -0.62
H: 0.24 -5.05 -2.38
H: 1.12 -3.42 -0.34
H: -1.18 -3.35 -3.98
H: -1.83 -0.79 -4.07
H: -0.53 1.28 -4.85
H: 1.04 3.28 -3.81
H: 1.29 2.59 -1.19
H: -4.27 -0.24 -3.15
H: -5.55 -0.10 -0.73
H: -3.52 -0.38 1.08
C: -1.54 0.72 3.90
C: -0.80 0.30 2.67
N: -0.95 0.87 1.52
O: -1.91 1.88 1.50
C: 0.16 -0.79 2.74
C: 0.71 -1.26 4.05
N: 0.56 -1.30 1.60
O: 1.46 -2.19 1.56
H: -2.16 1.58 3.70
H: -0.85 0.95 4.71
H: -2.18 -0.11 4.23
H: -1.97 2.09 0.56
H: -0.05 -1.77 4.66
H: 1.11 -0.43 4.64
H: 1.51 -1.97 3.84
Cl: 5.87 0.26 -0.13
C: 4.41 0.97 0.45
C: 4.45 2.14 1.20
C: 3.26 2.65 1.67
C: 2.08 1.99 1.37
N: 2.04 0.89 0.62
C: 3.18 0.38 0.18
H: 5.40 2.62 1.40
H: 3.24 3.55 2.27
H: 1.12 2.36 1.72
H: 3.12 -0.53 -0.41

molecular weight = 507.08 Da
LUMO = 0.0193 Eh
HOMO-LUMO gap = 7.93 eV
total charge = 0
strongest force on any atom = 0.58 eV Å⁻¹

***

HOMO energy, respectively: -14.23, -11.59, -10.78, -7.41 eV.